Entry 1:
{
  "formula": "H2P4S3",
  "method": "the ωB97M-V functional and the def2-TZVPD basis",
  "species": ["P", "P", "P", "P", "S", "S", "S", "H", "H"],
  "xyz": [[1.871, -0.366, 0.509], [-0.856, 1.644, 0.893], [0.689, 1.168, -0.633], [-1.978, -0.925, -1.201], [0.800, -1.993, 0.883], [-2.463, 0.275, 0.425], [-0.420, 0.096, -2.099], [2.622, -0.703, -0.633], [-0.265, 0.805, 1.855]],
  "forces_ev_per_angstrom": [[-0.50, 0.01, -0.41], [-0.33, -0.19, -0.17], [0.05, -0.17, -0.10], [0.94, 0.11, 0.63], [-0.50, 0.11, -0.01], [-0.05, 0.06, -0.29], [-0.12, 0.16, 0.28], [0.31, 0.01, -0.13], [0.20, -0.10, 0.21]],
  "lumo_ev": [-2.48, -1.67],
  "charge": 0,
  "homo_energy_ev": [-7.79, -8.58],
  "gap_ev": [5.31, 6.91],
  "e_tot_ev": -69693.384,
  "e_above_lowest_kj_mol": 153.2
}

***

Entry 2:
{
  "formula": "H30NO13",
  "method": "the ωB97M-V functional and the def2-TZVPD basis",
  "species": ["N", "H", "H", "H", "H", "O", "H", "H", "O", "H", "H", "O", "H", "H", "O", "H", "H", "O", "H", "H", "O", "H", "H", "O", "H", "H", "O", "H", "H", "O", "H", "H", "O", "H", "H", "O", "H", "H", "O", "H", "H", "O", "H", "H"],
  "xyz": [[0.216, -0.142, -0.394], [1.087, -0.645, -0.402], [-0.576, -0.607, -0.875], [0.400, 0.602, -0.895], [0.004, -0.015, 0.594], [-2.466, -2.150, 0.827], [-1.671, -2.557, 0.493], [-2.842, -2.108, 1.676], [1.386, 1.930, -2.358], [1.443, 2.243, -1.451], [2.308, 1.756, -2.679], [2.925, -2.415, 0.191], [2.832, -2.884, -0.644], [3.666, -2.785, 0.641], [-2.108, 1.389, -1.966], [-2.638, 1.436, -1.125], [-2.002, 2.307, -2.232], [-2.241, -0.375, -4.074], [-1.299, -0.846, -3.720], [-2.282, 0.224, -3.318], [2.900, 0.365, 1.005], [2.835, -0.522, 0.656], [2.258, 0.282, 1.734], [-1.590, 0.143, 2.927], [-2.216, -0.368, 3.404], [-0.738, -0.010, 3.186], [1.162, 0.262, 2.902], [1.119, 1.137, 3.289], [1.678, -0.334, 3.656], [-3.026, 0.766, 0.420], [-2.732, -0.044, 0.739], [-2.350, 1.363, 0.826], [0.187, -1.578, -3.109], [-0.043, -2.260, -3.568], [0.905, -1.192, -3.634], [1.507, 3.015, 0.018], [1.474, 3.854, -0.399], [2.097, 3.119, 0.701], [-1.236, 2.695, 1.312], [-0.273, 2.800, 0.887], [-1.093, 2.619, 2.341], [0.043, -3.180, 0.721], [0.794, -3.260, 1.404], [0.206, -4.031, 0.290]],
  "forces_ev_per_angstrom": [[-1.71, -5.18, 2.78], [0.20, -1.03, -0.28], [0.53, -0.13, 0.28], [0.88, 5.81, -3.09], [-0.40, 0.59, -0.05], [-1.02, 1.66, -3.08], [0.27, -0.66, 1.67], [0.48, -0.91, 1.58], [0.80, -0.94, -1.09], [0.65, 0.08, 0.08], [-1.27, 0.40, 0.62], [-1.12, 0.49, -0.40], [0.13, -0.07, 0.01], [1.02, -0.45, 0.38], [-0.03, 0.60, 0.96], [0.27, -0.65, -0.71], [0.07, 0.00, -0.32], [4.18, -2.24, 1.52], [-3.90, 1.85, -1.83], [-0.66, 0.53, -0.01], [-0.41, 0.14, -0.06], [0.75, -0.62, -0.55], [0.39, 0.53, -0.08], [-2.77, 1.68, -2.05], [-0.55, -0.66, 0.85], [3.23, -1.06, 1.32], [1.53, -2.80, 3.36], [0.09, 0.44, 0.32], [-1.97, 2.37, -2.78], [0.09, 2.94, -0.19], [0.42, -2.96, 0.62], [-0.80, 0.02, -0.15], [3.06, 6.47, 4.20], [-2.48, -6.96, -4.28], [-0.22, 0.23, 0.24], [-2.39, -1.09, -1.25], [-0.21, 1.53, -0.75], [2.47, 0.02, 2.54], [3.50, 0.07, 1.59], [-2.87, -0.18, 1.43], [-0.45, 0.23, -3.09], [2.46, -0.89, 1.40], [-1.73, 0.72, -1.28], [-0.49, 0.05, -0.38]],
  "lumo_ev": -3.53,
  "charge": 1,
  "homo_energy_ev": -11.93,
  "gap_ev": 8.40,
  "e_tot_ev": -28587.170,
  "e_above_lowest_kj_mol": 593.8
}

***

Entry 3:
{
  "formula": "H30O15",
  "method": "the ωB97M-V functional and the def2-TZVPD basis",
  "species": ["O", "H", "H", "O", "H", "H", "O", "H", "H", "O", "H", "H", "O", "H", "H", "O", "H", "H", "O", "H", "H", "O", "H", "H", "O", "H", "H", "O", "H", "H", "O", "H", "H", "O", "H", "H", "O", "H", "H", "O", "H", "H", "O", "H", "H"],
  "xyz": [[-1.960, 2.504, 0.517], [-1.849, 3.141, 1.189], [-1.206, 1.945, 0.685], [0.082, 0.582, -0.002], [-0.011, 0.730, -0.955], [-0.520, -0.147, 0.181], [1.446, 3.211, 0.561], [1.306, 2.326, 0.391], [0.722, 3.613, 0.118], [2.298, 0.402, 1.652], [1.566, 0.918, 1.961], [2.147, 0.265, 0.691], [-1.810, -3.024, 1.558], [-2.073, -3.883, 1.217], [-0.950, -2.804, 1.255], [2.586, -0.508, -1.004], [2.777, 0.234, -1.565], [1.797, -0.975, -1.263], [-2.082, -0.790, 0.214], [-2.781, -0.221, 0.443], [-2.081, -1.493, 0.845], [-0.176, 1.467, -2.543], [-1.076, 1.421, -2.747], [0.225, 2.201, -3.056], [-1.871, -0.999, -2.677], [-2.371, -0.756, -3.468], [-2.387, -0.828, -1.924], [0.973, -2.863, 0.454], [0.423, -2.661, -0.332], [1.645, -3.487, 0.059], [0.639, -2.057, -2.235], [-0.039, -1.578, -2.703], [0.854, -2.668, -2.876], [1.628, 0.133, -4.184], [2.075, 0.499, -4.937], [1.214, 0.671, -3.557], [0.554, -1.244, 2.855], [1.175, -0.739, 2.324], [0.804, -0.827, 3.651], [0.307, 1.706, 2.645], [0.323, 2.654, 2.660], [0.711, 1.501, 3.439], [-2.015, 0.664, 3.337], [-1.256, 1.002, 2.850], [-1.762, 0.763, 4.276]],
  "forces_ev_per_angstrom": [[-0.44, -0.38, -1.01], [-0.36, 1.40, 1.21], [0.75, -1.07, -0.43], [0.54, 0.66, -0.32], [0.12, 0.09, 0.24], [-0.42, -0.16, 0.28], [1.14, 2.77, 0.96], [-0.28, -3.44, -0.41], [-0.99, 0.84, -0.66], [1.32, -0.62, -0.62], [-0.44, 0.73, -0.38], [0.24, -0.29, 0.46], [-1.88, -0.22, 0.73], [0.33, 0.16, -0.12], [2.01, -0.41, -0.13], [1.16, 0.01, 1.23], [-0.22, 0.15, -0.66], [-0.45, -0.07, -0.69], [0.75, 0.03, -1.89], [-1.22, 1.33, 0.73], [-0.46, -1.37, 1.07], [2.84, 1.02, -0.24], [-2.20, -0.11, -0.61], [-0.73, -0.40, 0.62], [1.05, -0.05, -2.31], [-0.04, -0.14, 0.34], [-1.10, 0.20, 1.91], [0.38, -1.06, -1.26], [0.56, 0.02, 0.25], [-0.99, 1.04, 0.84], [-0.62, 1.37, 1.85], [-0.97, 0.85, 0.15], [1.37, -2.37, -1.96], [0.92, -2.91, -1.19], [-0.02, 0.93, 0.06], [-0.82, 1.65, 0.90], [-0.60, -0.46, -0.59], [0.65, -0.41, -1.40], [-0.10, 0.13, 2.17], [-1.37, 0.84, -1.66], [0.15, 1.03, -0.54], [1.23, -1.00, 2.87], [-0.61, 0.03, 0.96], [0.08, -0.17, 0.02], [-0.27, -0.18, -0.78]],
  "lumo_ev": -0.20,
  "charge": 0,
  "homo_energy_ev": -9.98,
  "gap_ev": 9.78,
  "e_tot_ev": -31199.257,
  "e_above_lowest_kj_mol": 232.4
}

***

Entry 4:
{
  "formula": "H30O15",
  "method": "the ωB97M-V functional and the def2-TZVPD basis",
  "species": ["H", "H", "H", "H", "H", "H", "H", "H", "H", "H", "H", "H", "H", "H", "H", "H", "H", "H", "H", "H", "H", "H", "H", "H", "H", "H", "H", "H", "H", "H", "O", "O", "O", "O", "O", "O", "O", "O", "O", "O", "O", "O", "O", "O", "O"],
  "xyz": [[-0.615, -0.352, 0.358], [0.617, 0.328, 0.797], [0.518, -2.134, -0.925], [1.387, -3.360, -0.994], [1.047, 1.135, 2.132], [0.894, 0.969, 3.637], [-2.852, -0.863, 1.690], [-2.621, -2.212, 0.818], [-3.125, 3.244, -0.254], [-3.166, 3.518, -1.802], [-2.414, -4.392, 3.615], [-2.639, -3.190, 2.774], [4.092, -1.092, -0.074], [3.964, -1.472, 1.342], [0.991, -1.924, -3.330], [1.220, -0.405, -3.429], [2.052, 2.683, -1.740], [0.804, 1.683, -2.047], [-4.732, -0.036, -1.459], [-3.676, 1.072, -1.853], [-1.891, -1.279, -2.887], [-3.095, -0.316, -3.196], [-1.297, 4.998, 0.766], [-0.862, 3.970, 1.959], [1.927, 3.012, 3.036], [1.633, 3.473, 1.658], [3.914, -0.494, -1.653], [3.807, -0.140, -3.232], [1.131, -1.891, 0.737], [2.346, -2.644, 0.721], [0.079, -0.402, 1.054], [0.466, -3.115, -0.862], [0.913, 0.480, 2.807], [-3.181, -1.786, 1.435], [-3.257, 2.827, -1.112], [-2.472, -3.456, 3.750], [4.683, -1.392, 0.636], [1.665, -1.211, -3.257], [1.164, 2.444, -1.480], [-3.853, 0.207, -1.470], [-2.840, -1.233, -3.169], [-0.859, 4.191, 0.979], [1.945, 3.876, 2.465], [3.533, 0.110, -2.294], [2.093, -1.777, 0.873]],
  "forces_ev_per_angstrom": [[0.26, -0.16, 0.57], [0.79, 0.47, -0.57], [-0.08, -0.92, -0.15], [0.04, -0.20, -0.17], [0.14, 0.64, 0.09], [0.15, 0.00, 0.14], [-0.32, -2.27, -0.88], [1.14, -0.04, -1.13], [0.20, 0.04, -0.15], [0.01, -0.41, 0.90], [0.15, -1.02, 0.46], [0.17, 0.21, 2.44], [0.39, -0.15, 0.40], [1.60, 0.19, -1.05], [0.56, 0.74, -0.16], [-0.67, 1.18, -0.30], [0.33, -0.47, -0.47], [1.45, 1.89, 1.17], [-2.87, -0.32, -0.18], [-0.79, 0.27, 0.65], [-1.49, 0.27, -0.39], [0.09, 0.14, 0.35], [-0.43, 0.97, 0.50], [-0.25, 1.13, -1.88], [0.42, 2.63, -1.06], [-0.22, 0.40, -1.04], [0.23, -0.14, -0.71], [-0.38, 0.04, 2.33], [0.50, 0.85, 0.83], [1.52, -2.70, -0.24], [-3.17, -1.09, -2.85], [-0.21, 1.00, -0.31], [0.78, 0.67, 2.39], [-0.76, 2.18, 1.82], [-0.01, 0.67, -0.95], [-0.39, 0.89, -2.69], [-1.60, 0.02, 0.98], [-0.51, -2.52, 0.14], [-1.73, -1.51, -0.54], [3.09, 0.75, 0.60], [1.97, -1.47, -0.79], [0.63, -2.07, 1.43], [-0.19, -2.95, 2.06], [0.67, 0.77, -1.63], [-1.19, 1.41, 0.06]],
  "lumo_ev": -0.44,
  "charge": 0,
  "homo_energy_ev": -10.47,
  "gap_ev": 10.03,
  "e_tot_ev": -31195.848,
  "e_above_lowest_kj_mol": 561.3
}

***

Entry 5:
{
  "formula": "H30O15",
  "method": "the ωB97M-V functional and the def2-TZVPD basis",
  "species": ["O", "H", "H", "O", "H", "H", "O", "H", "H", "O", "H", "H", "O", "H", "H", "O", "H", "H", "O", "H", "H", "O", "H", "H", "O", "H", "H", "O", "H", "H", "O", "H", "H", "O", "H", "H", "O", "H", "H", "O", "H", "H", "O", "H", "H"],
  "xyz": [[-2.990, -1.559, 1.401], [-3.798, -1.489, 1.207], [-2.489, -2.395, 1.266], [1.306, 1.200, -1.177], [0.512, 1.658, -1.384], [1.145, 0.261, -1.449], [0.454, -1.353, -1.063], [-0.240, -1.178, -1.771], [0.334, -1.663, -0.277], [-1.048, 0.728, -2.301], [-1.479, 0.665, -1.364], [-0.764, 1.592, -2.332], [3.571, 2.122, -2.800], [4.283, 1.331, -2.564], [2.827, 1.644, -2.973], [-1.610, 0.467, 0.142], [-2.226, -0.152, 0.222], [-1.111, 0.696, 0.952], [-0.503, 0.901, 4.336], [0.197, 0.274, 4.479], [-1.058, 0.590, 4.832], [1.808, 0.063, 3.868], [2.321, -0.395, 4.473], [2.478, 0.146, 3.156], [-2.178, -2.817, -3.136], [-2.147, -3.608, -2.554], [-3.100, -2.588, -2.836], [0.692, 1.485, 2.104], [0.774, 0.940, 1.214], [0.510, 1.024, 2.919], [-0.959, 3.232, 0.541], [-0.357, 3.958, 0.503], [-0.680, 2.980, 1.534], [-2.949, -0.548, -2.900], [-2.244, -0.406, -2.368], [-2.639, -0.396, -3.814], [-0.235, -2.564, 2.108], [0.300, -2.637, 2.928], [-0.999, -3.195, 2.242], [3.371, -0.091, 1.680], [3.501, 0.706, 1.170], [3.556, -0.849, 1.223], [1.186, 0.773, -3.932], [1.876, 0.525, -3.279], [0.800, -0.076, -4.226]],
  "forces_ev_per_angstrom": [[11.20, -0.87, 2.72], [-9.96, -0.28, -2.62], [-1.62, 1.13, -0.23], [1.83, -1.10, 0.57], [-0.52, 0.36, 0.10], [-0.29, 1.01, 0.83], [1.79, 3.07, -9.65], [0.74, -0.72, 2.36], [-2.42, -2.93, 7.17], [-1.20, -2.36, 1.56], [1.32, 0.71, -1.17], [0.73, 2.96, -0.76], [6.60, -1.24, 1.60], [-2.75, 3.30, -0.94], [-3.20, -1.33, -0.56], [4.10, 4.45, -0.48], [-3.88, -4.25, 1.75], [-0.79, -0.32, -0.48], [8.41, 4.84, -7.31], [1.20, -0.08, -0.30], [-10.60, -4.66, 8.42], [0.36, 0.29, -1.28], [1.28, -1.44, 2.42], [-0.68, 0.22, -0.54], [-1.58, -1.99, 1.79], [0.97, 0.10, -0.81], [1.23, 0.89, -1.04], [0.16, 0.12, -4.04], [0.01, 1.30, 3.05], [-0.27, -0.66, -0.46], [0.51, -1.07, 3.62], [0.65, 1.17, -0.77], [-1.01, -0.05, -3.06], [-5.12, -0.70, -3.25], [2.95, 0.64, 1.60], [-0.10, -0.03, 1.00], [-0.83, -1.14, 0.66], [-0.54, 0.11, -0.73], [1.55, 0.96, 0.08], [-0.67, 2.67, 2.54], [0.00, 0.04, -0.58], [0.78, -2.64, -2.15], [0.52, -0.92, -0.18], [-1.14, -0.25, -0.71], [0.31, 0.68, 0.26]],
  "lumo_ev": -0.36,
  "charge": 0,
  "homo_energy_ev": -9.94,
  "gap_ev": 9.58,
  "e_tot_ev": -31193.797,
  "e_above_lowest_kj_mol": 759.2
}